[1]
Formula: C30H32F19N2O5P
Source: the Open Molecules 2025 dataset
Level of theory: ωB97M-V/def2-TZVPD

Each line ends with the Löwdin charge.
Atoms and positions in Å:
N  1.71821  -2.41987  2.03500  -0.153
P  1.05156  -0.81746  2.07278  0.929
O  2.33048  0.05167  2.61613  -0.276
C  1.05356  -0.43458  0.25575  -0.192
C  -0.15200  -0.36390  -0.49206  -0.119
C  -1.51115  -0.62614  0.13811  -0.096
C  -1.72912  -1.96453  0.86492  -0.184
O  -1.96210  -1.88901  2.26644  -0.137
C  -3.21882  -1.34799  2.54309  -0.116
C  -3.49939  -1.39210  4.03198  -0.420
F  -3.29570  -2.65172  4.49227  0.138
F  -4.79957  -1.08863  4.23325  0.136
C  -2.63874  -0.47005  4.93089  -0.359
F  -3.11993  -0.57412  6.18364  0.156
F  -1.37421  -0.92458  4.94355  0.151
C  -2.64291  1.03561  4.51594  -0.368
F  -2.67093  1.77933  5.63844  0.150
F  -3.74075  1.33501  3.80532  0.144
C  -1.36254  1.39634  3.72032  -0.314
F  -0.41893  1.81346  4.57941  0.111
F  -1.65302  2.41045  2.86769  0.090
C  -0.12485  0.02028  -1.86368  -0.083
C  -1.39903  0.11437  -2.68982  -0.118
C  -2.15236  1.43963  -2.39171  -0.131
C  -3.63807  1.23199  -2.07800  -0.071
C  -4.21846  2.26950  -1.13973  -0.441
F  -3.30205  2.74427  -0.26609  0.119
F  -4.68544  3.33285  -1.83895  0.123
C  -5.39664  1.71744  -0.29148  -0.569
F  -6.11202  0.83332  -0.98428  0.171
F  -6.21208  2.68864  0.09258  0.187
F  -4.93071  1.10964  0.79911  0.168
C  1.09364  0.36804  -2.50352  -0.085
C  1.19321  0.83180  -3.93602  -0.100
C  1.30279  -0.31504  -4.93706  -0.168
F  0.33213  -0.17036  -5.92696  -0.062
C  2.25510  0.26936  -1.74580  -0.024
C  2.24176  -0.13630  -0.41846  -0.058
C  3.68654  -0.13835  0.01463  -0.350
O  4.26456  -0.84150  0.78607  0.122
N  4.30718  0.78288  -0.85964  0.037
C  5.75384  0.94234  -0.81267  -0.118
C  6.17880  1.58417  0.50635  -0.140
C  6.04154  3.10902  0.56039  -0.076
C  4.64663  3.63771  0.33638  -0.447
F  4.31322  3.60304  -0.98059  0.122
F  3.73486  2.92546  1.03539  0.134
C  4.49285  5.11288  0.78414  -0.583
F  4.36387  5.19431  2.10060  0.183
F  5.55305  5.82843  0.41780  0.172
F  3.41452  5.65602  0.22689  0.179
C  3.67079  0.57994  -2.10295  -0.349
O  4.21987  0.57619  -3.15884  0.154
H  2.73285  -2.39161  2.09236  0.023
H  1.49048  -2.87513  1.16027  0.028
H  3.04067  -0.50918  2.94596  0.051
H  -1.72717  0.19661  0.82445  0.121
H  -2.27626  -0.57179  -0.61716  0.077
H  -2.57415  -2.49759  0.43360  0.103
H  -0.85317  -2.59512  0.73640  0.113
H  -4.01296  -1.92513  2.05618  0.155
H  -3.33520  -0.31305  2.20831  0.116
H  -0.97247  0.55397  3.14920  0.086
H  -2.02664  -0.74104  -2.45986  0.106
H  -1.15482  0.05649  -3.74067  0.098
H  -1.64278  1.95872  -1.58758  0.117
H  -2.06737  2.07034  -3.27396  0.120
H  -3.83126  0.23495  -1.69554  0.114
H  -4.20116  1.31853  -3.00378  0.139
H  0.30095  1.39656  -4.18953  0.113
H  2.01959  1.52886  -4.02287  0.117
H  2.27666  -0.34536  -5.41491  0.119
H  1.10292  -1.26333  -4.43948  0.122
H  6.04521  1.58764  -1.63510  0.130
H  6.25925  -0.01426  -0.93702  0.134
H  5.66093  1.15447  1.35782  0.110
H  7.23425  1.36191  0.65100  0.121
H  6.32749  3.42478  1.56486  0.136
H  6.73720  3.60313  -0.11107  0.134
C  -0.97390  -5.25040  -1.94438  -0.017
C  -2.36078  -4.81713  -1.53783  -0.497
O  -2.70454  -3.65819  -1.60288  0.049
C  -3.29519  -5.89197  -1.04390  -0.017
H  -0.40466  -4.38514  -2.27799  0.078
H  -0.46426  -5.71302  -1.09738  0.087
H  -1.03143  -5.97618  -2.75660  0.087
H  -2.87280  -6.37751  -0.16274  0.089
H  -3.44409  -6.64332  -1.82068  0.088
H  -4.25445  -5.45068  -0.78440  0.083

- net charge = 0
- Kohn-Sham gap (eV) = 8.41
- LUMO level (eV) = -0.27
- ΔE to the lowest compared entry with this formula, charge and spin (eV) = 0.000
- SMILES = NP(O)c1c(CCOCC(F)(F)C(F)(F)C(F)(F)C(F)F)c(CCCC(F)(F)C(F)(F)F)c(CCF)c2c1C(=O)N(CCCC(F)(F)C(F)(F)F)C2=O.CC(C)=O
- energy (eV) = -105770.649
- E_HOMO (hartree) = -0.3191

=====

[2]
Formula: C30H32F3IrN4O5
Source: the Open Molecules 2025 dataset
Level of theory: ωB97M-V/def2-TZVPD

Each line ends with the Löwdin charge.
Atoms and positions in Å:
Ir  0.42277  -0.26325  0.19676  1.551
O  3.20337  -0.46811  3.18476  0.148
C  2.31720  -0.01856  2.50439  -0.583
O  1.69443  -0.74841  1.58676  -0.203
C  1.82681  1.37642  2.75950  -0.102
C  0.61339  1.28544  3.72756  -0.241
C  0.53446  2.57166  4.54358  -0.082
C  0.11558  3.56778  3.43600  -0.069
C  -0.10530  2.61979  2.23445  -0.265
O  -0.50911  1.39661  2.84026  -0.083
C  1.28139  2.28628  1.62570  -0.151
C  2.69904  1.87129  -0.40277  -0.608
O  3.13338  3.14322  -0.29743  -0.168
O  2.07000  0.28827  -2.07045  0.054
H  2.64976  1.87844  3.26414  0.166
H  0.55987  0.35553  4.28742  0.165
H  -0.22939  2.48626  5.31363  0.120
H  1.47993  2.82042  5.02089  0.126
H  -0.81444  4.07511  3.68301  0.119
H  0.86747  4.32905  3.23325  0.126
H  -0.87862  2.96857  1.56432  0.120
H  1.87174  3.19654  1.56585  0.149
C  -2.76490  -0.57604  0.99198  -0.054
N  -2.10382  0.03688  -0.18044  -0.206
C  -2.58298  1.42653  -0.27610  -0.036
C  -2.36276  -0.65094  -1.40903  -0.229
C  -3.59025  -1.21831  -1.71635  0.003
C  -3.76274  -1.89612  -2.91208  -0.045
C  -2.69586  -2.02270  -3.79038  -0.046
C  -1.47026  -1.45234  -3.48723  -0.024
C  -1.30725  -0.73353  -2.30455  -0.224
N  -0.05738  -0.24877  -1.84684  -0.004
C  0.85366  0.21770  -2.65743  -0.331
C  0.76097  0.59206  -4.02041  0.033
C  1.78445  1.21579  -4.73834  -0.040
C  2.85633  1.93588  -4.25391  0.007
C  3.08253  2.27319  -2.87645  0.041
C  2.61655  1.53221  -1.86933  -0.185
N  1.25983  1.73448  0.20303  -0.143
C  0.48517  2.70407  -0.61573  -0.047
C  3.81347  1.01232  0.25002  0.024
H  -3.83168  -0.33522  1.01752  0.102
H  -2.65775  -1.65635  0.96797  0.086
H  -2.29567  -0.17998  1.89245  0.085
H  -3.66432  1.43929  -0.44632  0.112
H  -2.37402  1.94068  0.66000  0.084
H  -2.10380  1.93545  -1.10649  0.093
H  -4.41246  -1.13893  -1.01644  0.123
H  -4.72111  -2.33850  -3.14795  0.118
H  -2.80897  -2.58684  -4.70639  0.118
H  -0.62495  -1.62632  -4.13990  0.122
H  -0.16201  0.38801  -4.53923  0.107
H  1.65119  1.23541  -5.81410  0.120
H  3.49281  2.41546  -4.98638  0.119
H  3.62294  3.17783  -2.63490  0.139
H  1.00124  3.66562  -0.64074  0.121
H  0.36411  2.33953  -1.63146  0.086
H  -0.49474  2.83990  -0.19854  0.043
H  3.96740  1.28688  1.28582  0.085
H  3.56858  -0.04641  0.17890  0.072
H  4.72804  1.21266  -0.29860  0.106
F  -1.77391  -6.86910  0.22214  0.159
C  -1.49958  -6.17286  1.32946  -0.591
F  -2.61656  -6.11207  2.06825  0.163
F  -0.58341  -6.84894  2.03135  0.173
C  -1.00444  -4.78257  1.00737  -0.073
C  -0.76879  -4.38514  -0.29557  0.054
C  -0.32796  -3.09550  -0.52245  -0.066
N  -0.14220  -2.21750  0.46819  -0.105
C  -0.32800  -2.62227  1.73394  -0.098
C  -0.76292  -3.89156  2.04277  0.051
H  -0.91600  -5.05682  -1.12838  0.135
H  -0.10525  -2.75343  -1.52118  0.113
H  -0.12117  -1.88987  2.50063  0.119
H  -0.91312  -4.17122  3.07630  0.144

- net charge = +1
- Kohn-Sham gap (spin up / spin down) (eV) = 4.92 / 4.79
- 2S+1 = 2
- LUMO level (spin up / spin down) (eV) = -5.05 / -5.03
- ΔE to the lowest compared entry with this formula, charge and spin (eV) = 3.264
- energy (eV) = -58809.070
- E_HOMO (spin up / spin down) (hartree) = -0.3665 / -0.3609

=====

[3]
Formula: C30H32FIrN6O8S3
Source: the Open Molecules 2025 dataset
Level of theory: ωB97M-V/def2-TZVPD

Each line ends with the Löwdin charge.
Atoms and positions in Å:
Ir  2.47245  0.81927  -0.46954  1.426
O  4.05155  -1.12823  0.15386  -0.090
C  4.03595  -1.44863  1.52766  -0.198
C  2.80955  -0.88123  2.25636  -0.141
N  2.69305  0.56477  2.07826  -0.181
C  3.85595  1.28167  2.55186  -0.067
C  4.83355  1.68227  1.36706  -0.639
O  6.00575  1.82227  1.61726  0.110
O  4.23785  1.91727  0.27906  -0.229
C  1.42545  1.07667  2.57276  -0.079
C  0.24125  0.68757  1.61726  -0.657
O  -0.74975  0.15787  2.08186  0.061
O  0.42925  1.01497  0.41036  -0.153
H  3.43865  -1.70853  -0.32104  0.079
H  4.96025  -1.03303  1.94086  0.127
H  4.05555  -2.53653  1.67616  0.137
H  2.88825  -1.13923  3.32326  0.147
H  1.90275  -1.33803  1.85326  0.111
H  4.43005  0.70387  3.27916  0.136
H  3.57955  2.24017  3.00026  0.138
H  1.46425  2.16867  2.57366  0.134
H  1.19935  0.71747  3.58506  0.141
C  -3.45055  -1.88693  -4.72744  -0.056
C  -2.29345  -2.82553  -4.39914  -0.185
N  -1.45485  -2.32453  -3.32464  -0.031
C  -0.34425  -1.62633  -3.64214  0.049
C  0.59315  -1.21073  -2.75034  -0.007
C  1.77785  -0.41213  -3.32354  -0.610
O  1.79875  -0.26083  -4.53234  0.079
O  2.65165  0.00297  -2.51244  -0.131
C  0.46235  -1.54973  -1.36374  -0.286
O  1.33245  -1.36663  -0.49474  -0.067
C  -0.81095  -2.18593  -1.01724  -0.027
C  -1.10385  -2.44893  0.32026  0.097
C  -2.26665  -3.07653  0.68316  -0.173
F  -2.46385  -3.35413  1.99106  0.069
C  -3.22685  -3.45013  -0.26864  -0.138
C  -2.94615  -3.16393  -1.59884  0.054
C  -1.74485  -2.56433  -2.00294  -0.114
N  -4.46085  -4.05273  0.04736  -0.107
C  -4.84565  -5.26583  -0.64364  -0.122
C  -6.35715  -5.17303  -0.93514  -0.078
N  -6.96305  -4.26703  0.07706  0.050
C  -6.39445  -4.54293  1.41886  -0.082
C  -4.93625  -4.05303  1.42216  -0.129
H  -4.08275  -2.33013  -5.49124  0.081
H  -3.06615  -0.94483  -5.10374  0.084
H  -4.05855  -1.67523  -3.85244  0.068
H  -1.66575  -2.94273  -5.28404  0.131
H  -2.65755  -3.81763  -4.12204  0.118
H  -0.18385  -1.40533  -4.68994  0.153
H  -0.40545  -2.15113  1.08296  0.124
H  -3.69205  -3.39773  -2.34084  0.101
H  -4.62195  -6.14943  -0.02854  0.140
H  -4.28945  -5.37043  -1.57444  0.130
H  -6.82725  -6.15393  -0.86864  0.140
H  -6.53865  -4.76543  -1.92984  0.138
H  -7.98375  -4.34763  0.07196  0.193
H  -6.70375  -3.30023  -0.15834  0.193
H  -6.46265  -5.61533  1.60346  0.140
H  -6.97685  -4.03303  2.18496  0.142
H  -4.34825  -4.69283  2.09376  0.138
H  -4.87345  -3.02883  1.79666  0.143
S  6.44255  6.07317  -0.08514  0.660
C  4.94925  5.40767  -0.36864  -1.056
S  4.70895  4.00137  -1.36364  1.045
C  2.97585  4.10337  -0.97984  -1.045
N  2.69635  5.10047  -0.21294  0.043
N  3.75715  5.82577  0.13146  -0.129
C  3.53325  6.86277  1.06876  -0.205
C  4.22635  8.06627  1.03276  -0.043
C  3.94085  9.03677  1.98036  -0.065
C  2.97515  8.81837  2.94976  -0.079
C  2.28335  7.61747  2.97466  -0.075
C  2.55285  6.64317  2.03326  -0.018
S  1.81845  3.03297  -1.60924  0.748
H  4.96935  8.25387  0.27266  0.074
H  4.47635  9.97407  1.96506  0.109
H  2.76215  9.57837  3.68716  0.105
H  1.53935  7.43617  3.73486  0.104
H  2.01755  5.70727  2.02106  0.104

- net charge = +1
- Kohn-Sham gap (spin up / spin down) (eV) = 4.56 / 5.80
- 2S+1 = 2
- LUMO level (spin up / spin down) (eV) = -4.53 / -3.61
- ΔE to the lowest compared entry with this formula, charge and spin (eV) = 3.954
- energy (eV) = -95001.821
- E_HOMO (spin up / spin down) (hartree) = -0.3342 / -0.3457

=====

> Which formula does entry 3 have?

C30H32FIrN6O8S3